Record 1
A molecular structure, C46H43F5N7O4STi. Source: the OMol25 dataset; level of theory: ωB97M-V with the def2-TZVPD basis set.

```
107
Properties=species:S:1:pos:R:3
Ti 0.759 -0.683 1.402
C 1.066 -4.506 3.190
N 0.281 -3.766 4.163
C 0.346 -4.327 5.499
C -0.865 -3.053 3.828
C -1.888 -2.945 4.783
C -3.018 -2.169 4.588
C -3.197 -1.477 3.406
C -2.221 -1.589 2.433
C -1.062 -2.333 2.615
N -0.121 -2.346 1.507
C -0.321 -3.421 0.604
C -1.333 -4.366 0.811
C -1.567 -5.385 -0.095
C -0.789 -5.493 -1.238
C 0.232 -4.580 -1.436
C 0.477 -3.551 -0.534
N 1.575 -2.638 -0.729
C 1.722 -2.205 -2.118
C 2.823 -3.269 -0.305
H 1.942 -4.902 3.701
H 0.518 -5.349 2.753
H 1.412 -3.860 2.393
H 1.354 -4.698 5.670
H -0.356 -5.156 5.655
H 0.145 -3.562 6.249
H -1.804 -3.484 5.713
H -3.761 -2.119 5.372
H -4.069 -0.861 3.242
H -2.324 -1.041 1.507
H -1.965 -4.295 1.684
H -2.365 -6.089 0.096
H -0.964 -6.281 -1.957
H 0.856 -4.669 -2.316
H 2.061 -3.015 -2.776
H 0.774 -1.825 -2.489
H 2.467 -1.412 -2.166
H 3.074 -4.137 -0.931
H 3.641 -2.549 -0.394
H 2.740 -3.605 0.727
C -2.263 9.048 -8.268
O -3.092 7.926 -8.008
C -2.638 6.988 -7.152
C -1.419 7.054 -6.480
C -1.056 6.031 -5.619
C -1.886 4.936 -5.412
C -3.104 4.881 -6.096
C -3.479 5.891 -6.953
C -1.461 3.882 -4.494
N -0.273 3.790 -3.938
C -0.336 2.673 -3.148
C -1.569 2.080 -3.224
N -2.286 2.860 -4.097
C -1.882 0.863 -2.555
C -3.086 0.162 -2.710
C -3.243 -1.038 -2.073
C -2.199 -1.511 -1.270
N -1.072 -0.856 -1.079
C -0.892 0.314 -1.713
C 0.411 0.962 -1.576
N 1.344 0.421 -0.746
C 2.563 0.928 -0.787
C 2.948 2.019 -1.565
C 1.995 2.641 -2.325
C 0.702 2.105 -2.344
H -2.801 9.654 -8.991
H -1.305 8.740 -8.692
H -2.094 9.631 -7.360
H -0.753 7.892 -6.615
H -0.113 6.076 -5.093
H -3.773 4.037 -5.979
H -4.417 5.854 -7.488
H -3.252 2.756 -4.350
H -3.869 0.554 -3.347
H -4.144 -1.624 -2.185
H -2.297 -2.465 -0.770
H 3.298 0.462 -0.148
H 3.970 2.369 -1.530
H 2.209 3.517 -2.922
C 4.895 -2.237 2.461
S 4.128 -0.855 1.634
C 4.310 0.415 2.878
O 2.634 -1.178 1.562
H 4.405 -2.429 3.411
H 5.938 -1.953 2.604
H 4.840 -3.097 1.801
H 5.334 0.780 2.818
H 4.087 0.017 3.862
H 3.608 1.204 2.610
C -0.205 3.139 1.526
C 0.310 1.742 1.533
O -0.497 0.764 1.262
O 1.494 1.449 1.781
H -1.215 3.176 1.129
H 0.465 3.768 0.939
H -0.206 3.511 2.551
F -1.220 1.082 3.643
C -0.299 0.342 4.291
C 0.650 -0.420 3.606
C 1.504 -1.089 4.470
F 2.490 -1.906 4.007
C 1.452 -1.039 5.854
F 2.331 -1.733 6.588
C 0.478 -0.284 6.472
F 0.392 -0.228 7.796
C -0.407 0.413 5.670
F -1.359 1.156 6.235
```

Summary:
Charge ... +1
Max |F| ... 0.93 eV/A
E_HOMO ... -9.7 eV
Spin multiplicity ... 1
Lowest unoccupied orbital energy ... -2.85 eV

***

Record 2
A molecular structure, C46H45Cl5N10O4RbS2 at a distorted geometry. Source: the OMol25 dataset; level of theory: ωB97M-V with the def2-TZVPD basis set.

```
113
Properties=species:S:1:pos:R:3
Rb 1.041 -0.847 0.582
C 4.055 -3.169 0.973
N 3.602 -2.214 -0.014
C 4.692 -1.782 -0.852
C 4.328 -0.725 -1.834
N 3.279 0.037 -1.836
C 3.459 0.859 -2.956
C 2.687 1.900 -3.445
C 3.047 2.490 -4.642
C 4.190 2.080 -5.340
C 5.024 1.104 -4.828
C 4.641 0.519 -3.628
N 5.199 -0.477 -2.865
C 2.989 -3.576 1.945
N 1.706 -3.542 1.774
C 1.155 -4.058 2.947
C -0.176 -4.223 3.316
C -0.427 -4.765 4.564
C 0.610 -5.149 5.426
C 1.937 -4.986 5.073
C 2.183 -4.427 3.825
N 3.351 -4.116 3.156
H 4.867 -2.701 1.538
H 4.462 -4.089 0.514
H 2.839 -2.602 -0.565
H 5.164 -2.618 -1.402
H 5.455 -1.356 -0.190
H 1.833 2.245 -2.893
H 2.425 3.275 -5.053
H 4.427 2.539 -6.292
H 5.927 0.802 -5.344
H 6.034 -0.991 -3.072
H -0.968 -3.864 2.671
H -1.451 -4.886 4.893
H 0.367 -5.566 6.396
H 2.740 -5.268 5.743
H 4.283 -4.168 3.523
N -1.967 -1.330 -0.511
N -2.381 -1.786 -1.776
C -1.997 -2.994 -2.219
N -2.213 -3.207 -3.556
S -1.387 -4.208 -1.239
H -1.788 -2.116 0.081
H -2.751 -0.821 -0.119
H -2.294 -1.053 -2.457
H -2.240 -2.399 -4.166
H -1.710 -3.993 -3.930
O 2.333 0.258 2.571
N 2.052 1.510 2.732
C 1.177 1.879 3.698
C 0.818 3.184 3.928
C 1.376 4.183 3.125
C 2.267 3.818 2.147
C 2.653 2.473 1.928
S 3.804 2.023 0.764
H 0.771 1.052 4.262
H 0.123 3.407 4.726
H 1.116 5.224 3.272
H 2.736 4.550 1.506
C -5.094 0.189 0.951
O -3.917 0.975 0.910
C -4.022 2.288 1.253
C -5.140 3.043 0.937
C -5.199 4.407 1.207
C -4.111 5.019 1.806
C -2.998 4.269 2.151
C -2.924 2.893 1.909
N -1.784 2.211 2.276
C -1.661 0.841 2.544
C -2.593 0.090 3.261
C -3.594 0.662 4.082
C -4.417 -0.121 4.871
C -4.292 -1.515 4.827
C -3.376 -2.117 3.981
C -2.503 -1.366 3.145
O -1.726 -1.910 2.300
H -4.770 -0.841 1.103
H -5.659 0.261 0.016
H -5.732 0.483 1.788
H -5.973 2.560 0.443
H -6.075 4.977 0.927
H -4.128 6.082 2.017
H -2.154 4.744 2.641
H -0.993 2.789 2.527
H -0.786 0.345 2.150
H -3.676 1.743 4.129
H -5.145 0.342 5.527
H -4.932 -2.128 5.454
H -3.311 -3.199 3.925
C -0.500 3.281 -1.998
C -0.427 2.280 -3.279
C -0.475 0.716 -1.606
O -0.144 1.035 -0.453
C 0.094 2.614 -0.598
H -1.575 3.435 -1.878
H 0.020 4.214 -2.191
H -0.172 2.772 -4.214
H -1.537 0.880 -4.098
H -1.615 -0.170 -2.967
H -2.067 1.305 -2.633
H 1.174 2.752 -0.551
H -0.395 2.993 0.292
Cl -0.798 0.855 -3.024
C 0.117 0.035 -3.857
C 0.608 -0.582 -5.043
C 1.787 -1.249 -5.452
Cl 2.917 -2.028 -4.407
C 1.838 -1.323 -6.831
Cl 3.087 -2.069 -7.756
C 0.687 -0.708 -7.350
Cl 0.312 -0.537 -9.027
C -0.074 -0.265 -6.289
Cl -1.654 0.409 -6.425
```

Summary:
Charge ... -2
Max |F| ... 8.27 eV/A
E_HOMO (alpha / beta) ... -0.9 / -1.7 eV
Spin multiplicity ... 2
Lowest unoccupied orbital energy (alpha / beta) ... 3.17 / 3.17 eV

***

Record 3
9 unconnected molecules or ions with the total composition C46H46N8O2 at a distorted geometry. Source: the OMol25 dataset; level of theory: ωB97M-V with the def2-TZVPD basis set.

```
102
Properties=species:S:1:pos:R:3
N -5.968 -0.374 -1.561
C -6.008 0.285 -0.287
C -5.233 -0.327 0.722
C -4.574 -1.436 0.441
C -4.514 -2.028 -0.750
C -5.235 -1.419 -1.790
H -6.519 1.148 -0.223
H -5.160 0.128 1.559
H -4.027 -1.735 1.188
H -3.942 -2.983 -1.012
H -5.464 -1.881 -2.622
N 6.018 3.388 -1.209
C 5.794 2.120 -1.637
C 5.407 1.127 -0.831
C 5.100 1.372 0.479
C 5.159 2.794 0.945
C 5.604 3.717 0.056
H 5.959 1.717 -2.662
H 5.292 0.054 -1.289
H 4.761 0.661 1.200
H 4.793 3.141 1.992
H 5.911 4.917 0.263
N 3.283 5.459 -4.073
C 1.978 5.858 -4.162
C 0.929 5.092 -3.503
C 1.172 3.906 -2.974
C 2.548 3.614 -2.677
C 3.576 4.382 -3.262
H 1.810 6.865 -4.677
H -0.196 5.443 -3.571
H 0.448 3.383 -2.658
H 2.749 2.643 -2.211
H 4.676 4.089 -3.179
N -0.214 -8.122 0.255
C 0.959 -8.514 -0.379
C 1.993 -7.673 -0.590
C 1.670 -6.249 -0.399
C 0.299 -5.872 0.020
C -0.476 -6.888 0.490
H 1.067 -9.529 -0.628
H 3.133 -7.846 -1.045
H 2.297 -5.386 -0.813
H 0.027 -4.877 0.365
H -1.539 -6.684 0.821
N -0.076 5.017 4.204
C -0.493 4.001 3.492
C 0.337 2.902 3.318
C 1.616 2.862 3.931
C 2.036 3.859 4.772
C 1.125 4.978 4.847
H -1.306 4.176 2.989
H -0.148 2.135 2.903
H 2.060 1.808 3.832
H 2.931 4.012 5.195
H 1.652 5.972 5.182
N -4.664 3.242 1.491
C -5.865 3.639 1.093
C -6.999 3.822 1.905
C -6.968 3.840 3.286
C -5.764 3.286 3.812
C -4.649 3.078 2.935
H -5.794 3.678 0.118
H -8.026 3.933 1.458
H -7.809 4.094 3.874
H -5.495 3.220 4.993
H -3.774 2.838 3.341
N -0.100 -4.311 -3.271
C 0.972 -4.581 -3.902
C 1.657 -3.650 -4.794
C 0.874 -2.435 -5.083
C -0.362 -2.208 -4.490
C -0.757 -3.190 -3.588
H 1.417 -5.505 -3.810
H 2.545 -3.805 -5.294
H 0.950 -1.669 -5.828
H -0.877 -1.312 -4.774
H -1.775 -2.981 -3.194
N 0.234 -2.709 3.431
C 0.672 -3.945 3.310
C 1.844 -4.367 2.634
C 2.514 -3.382 1.854
C 1.982 -1.957 1.947
C 0.865 -1.748 2.737
H 0.330 -4.625 4.022
H 2.082 -5.497 2.566
H 3.401 -3.239 1.409
H 2.407 -1.187 1.317
H 0.518 -0.612 2.806
C 1.428 0.458 -0.803
C 0.517 1.501 -0.187
C -0.795 1.201 0.053
C -1.282 -0.170 -0.215
C -0.391 -1.230 -0.630
C 0.880 -0.856 -1.055
O 1.810 -1.754 -1.718
O -1.657 2.075 0.598
H 2.432 0.851 -0.979
H 0.914 2.477 0.132
H -2.331 -0.526 0.301
H -0.795 -2.271 -0.780
H 1.267 -2.421 -2.273
H -2.656 1.712 0.458
```

Summary:
Charge ... 0
Structure (SMILES) ... Oc1ccc(O)cc1.c1ccncc1.c1ccncc1.c1ccncc1.c1ccncc1.c1ccncc1.c1ccncc1.c1ccncc1.c1ccncc1
Max |F| ... 7.97 eV/A
E_HOMO ... -8.3 eV
Spin multiplicity ... 1
Lowest unoccupied orbital energy ... 0.25 eV

***

Record 4
A molecular structure, C46H46O5PRuS2Se at a distorted geometry. Source: the OMol25 dataset; level of theory: ωB97M-V with the def2-TZVPD basis set.

```
102
Properties=species:S:1:pos:R:3
Ru -0.057 -0.905 1.171
C -1.012 7.702 2.413
C -0.732 6.263 2.102
C 0.497 5.861 1.588
C 0.753 4.527 1.311
C -0.258 3.595 1.522
C -1.495 3.961 2.051
C -1.715 5.291 2.338
S 0.170 1.962 1.041
O -0.470 0.902 2.036
C -0.942 1.812 -0.352
C -2.325 1.623 -0.114
C -3.167 1.526 -1.180
C -2.677 1.593 -2.511
C -3.551 1.501 -3.619
C -3.060 1.540 -4.894
C -1.673 1.660 -5.120
C -0.803 1.751 -4.069
C -1.287 1.735 -2.737
C -0.415 1.834 -1.615
C 1.060 1.911 -1.812
C 1.667 3.134 -2.222
C 0.894 4.294 -2.484
C 1.505 5.455 -2.863
C 2.909 5.520 -3.000
C 3.679 4.423 -2.741
C 3.079 3.207 -2.338
C 3.867 2.070 -2.030
C 3.290 0.906 -1.624
C 1.880 0.845 -1.530
S 1.297 -0.734 -0.939
O -0.245 -0.828 -0.900
C 1.884 -1.938 -2.060
C 1.200 -2.112 -3.260
C 1.713 -3.020 -4.167
C 2.884 -3.736 -3.899
C 3.429 -4.716 -4.891
C 3.533 -3.538 -2.677
C 3.039 -2.645 -1.744
H -0.126 8.320 2.290
H -1.373 7.812 3.436
H -1.792 8.086 1.752
H 1.273 6.596 1.419
H 1.720 4.221 0.930
H -2.259 3.226 2.257
H -2.666 5.593 2.759
H -2.702 1.563 0.897
H -4.232 1.405 -1.023
H -4.614 1.401 -3.442
H -3.734 1.478 -5.738
H -1.300 1.688 -6.135
H 0.259 1.851 -4.253
H -0.182 4.258 -2.379
H 0.910 6.336 -3.064
H 3.372 6.446 -3.312
H 4.756 4.468 -2.841
H 4.944 2.138 -2.119
H 3.902 0.043 -1.392
H 0.293 -1.561 -3.474
H 1.200 -3.175 -5.107
H 2.917 -4.647 -5.848
H 3.314 -5.735 -4.517
H 4.494 -4.550 -5.053
H 4.434 -4.096 -2.456
H 3.535 -2.507 -0.791
C -4.320 -7.041 2.003
C -3.698 -5.690 2.004
C -3.146 -5.144 0.836
C -2.586 -3.889 0.810
C -2.004 -3.369 -0.468
C -2.587 -3.136 2.025
Se -2.115 -1.337 2.077
C -3.137 -3.671 3.231
C -3.177 -2.920 4.533
C -3.664 -4.939 3.185
H -4.292 -7.510 1.023
H -5.359 -6.973 2.333
H -3.813 -7.690 2.721
H -3.168 -5.732 -0.072
H -2.146 -4.093 -1.267
H -0.931 -3.194 -0.371
H -2.463 -2.429 -0.783
H -2.769 -1.911 4.478
H -2.619 -3.463 5.298
H -4.206 -2.843 4.883
H -4.080 -5.371 4.088
C 0.627 -3.348 4.041
O 1.177 -2.015 4.159
P 1.480 -1.104 2.913
O 2.740 -1.665 2.158
C 4.012 -1.877 2.857
O 1.952 0.243 3.538
C 1.383 0.890 4.717
H 0.633 -3.765 5.042
H 1.247 -3.957 3.384
H -0.392 -3.292 3.661
H 4.582 -2.558 2.235
H 3.831 -2.320 3.833
H 4.519 -0.922 2.955
H 2.110 1.638 5.015
H 1.250 0.156 5.506
H 0.439 1.353 4.443
```

Summary:
Charge ... +3
Max |F| ... 1.58 eV/A
E_HOMO (alpha / beta) ... -15.1 / -15.1 eV
Spin multiplicity ... 1
Lowest unoccupied orbital energy (alpha / beta) ... -10.77 / -10.78 eV